A 5-piece molecular cluster, C46H96BFIN2O20PS overall in a non-equilibrium geometry, computed with ωB97M-V with the def2-TZVPD basis set.

Values from the calculation:
Frontier orbital gap: 8.7 eV
DFT total energy: -4586.28733 a.u.
SMILES: C#CC[C@@]1(COCCC)OS(=O)(=O)[C@H]([PH2]=N)[C@](CCF)(OB(O)O)[C@@]1(CCN(CC)C(C)=O)C[C@H](C)I.COCCOCCOC.COCCOCCOC.COCCOCCOC.COCCOCCOC
Maximum force: 1.6 eV/Å

Last columns: bonded neighbours and bond lengths (Å).
Positions of all 169 atoms, in Å:
1 I 4.4000 4.1773 0.6034  C44 2.198
2 S -2.2524 3.2913 2.8494  O6 1.565, O8 1.428, O16 1.432, C57 1.772
3 P -3.7588 4.4066 0.5260  N25 1.560, C57 1.849, H119 1.406, H123 1.400
4 F 1.1676 6.9937 2.6539  C32 1.401
5 O 4.1425 -6.8250 3.1989  C48 1.417, C52 1.409
6 O -0.7616 3.3939 3.3143  S2 1.565, C41 1.483
7 O -0.7137 -0.7630 5.9476  C38 1.411, C42 1.416
8 O -2.6484 1.9957 2.3978  S2 1.428
9 O -6.0877 0.3166 -1.5612  C63 1.413, C69 1.420
10 O -7.0558 0.0730 -4.4573  C28 1.419, C65 1.416
11 O 4.2951 -0.8967 -8.5164  C33 1.416, C47 1.409
12 O -2.0841 -2.0701 8.3340  C31 1.417, C34 1.417
13 O -9.3513 -0.2333 -2.4615  C70 1.408, C71 1.417
14 O 1.7464 1.0863 2.1054  C30 1.402, C36 1.423
15 O 3.9230 -5.3266 0.1151  C54 1.409, C59 1.419
16 O -3.0402 3.8234 3.9205  S2 1.432
17 O -1.0030 6.7207 -1.9407  B73 1.383, H126 0.961
18 O 2.3825 -7.8419 0.9202  C40 1.418, C72 1.417
19 O 0.4947 -1.5448 -1.1237  C37 1.203
20 O -1.4410 4.7999 -0.5870  C43 1.431, B73 1.375
21 O 0.0506 -3.8680 7.0764  C51 1.408, C58 1.418
22 O -0.3098 4.5294 -2.6341  B73 1.370, H92 0.961
23 O 1.6204 -1.6830 -9.7664  C45 1.418, C55 1.416
24 O 1.2945 -0.6238 -6.9200  C39 1.409, C50 1.418
25 N -3.9207 3.1525 -0.3871  P3 1.560, H79 1.013
26 N 1.0166 0.6934 -0.8036  C29 1.470, C37 1.454, C60 1.489
27 C 1.4298 3.6142 0.1399  C35 1.573, C44 1.547, H87 1.085, H93 1.084
28 C -6.9147 1.2334 -3.6529  O10 1.419, C69 1.511, H107 1.092, H115 1.093
29 C 0.9154 0.9710 -2.2441  N26 1.470, C62 1.541, H101 1.088, H108 1.095
30 C 0.5951 1.6118 2.7083  O14 1.402, C41 1.533, H76 1.088, H164 1.090
31 C -0.9495 -1.2213 8.3096  O12 1.417, C42 1.511, H114 1.092, H118 1.093
32 C -0.1382 6.4920 2.5689  F4 1.401, C53 1.530, H74 1.087, H88 1.086
33 C 3.8139 -0.5499 -9.8027  O11 1.416, C55 1.512, H153 1.096, H161 1.099
34 C -2.2219 -3.0531 7.3227  O12 1.417, C58 1.512, H113 1.093, H128 1.092
35 C 0.0539 3.4789 0.8896  C27 1.573, C41 1.560, C43 1.594, C68 1.577
36 C 2.7123 0.6095 3.0347  O14 1.423, C61 1.532, H132 1.093, H137 1.093
37 C 1.2627 -0.7339 -0.6762  O19 1.203, N26 1.454, C66 1.491
38 C -1.4305 -0.1581 4.8936  O7 1.411, H82 1.091, H142 1.090, H143 1.095
39 C 0.3461 0.3627 -6.5859  O24 1.409, H89 1.096, H91 1.096, H166 1.089
40 C 1.9943 -6.4824 1.0241  O18 1.418, C59 1.511, H97 1.092, H111 1.092
41 C 0.3411 3.0854 2.3720  O6 1.483, C30 1.533, C35 1.560, C46 1.554
42 C -0.9594 -0.1797 7.2144  O7 1.416, C31 1.511, H135 1.099, H159 1.096
43 C -0.9191 4.7324 0.7437  O20 1.431, C35 1.594, C53 1.532, C57 1.583
44 C 2.3520 4.8550 0.1804  I1 2.198, C27 1.547, C49 1.531, H162 1.078
45 C 1.6050 -2.3972 -8.5420  O23 1.418, C50 1.511, H131 1.092, H169 1.093
46 C 1.5616 3.8295 2.9824  C41 1.554, C67 1.459, H100 1.081, H154 1.087
47 C 5.4295 -1.7321 -8.5384  O11 1.409, H136 1.089, H151 1.096, H165 1.096
48 C 4.0445 -8.1535 2.7151  O5 1.417, C72 1.512, H96 1.096, H122 1.099
49 C 2.4506 5.6260 -1.1384  C44 1.531, H75 1.085, H120 1.084, H134 1.091
50 C 0.7242 -1.7997 -7.4693  O24 1.418, C45 1.511, H106 1.096, H110 1.098
51 C 1.0418 -4.5300 7.8263  O21 1.408, H112 1.096, H141 1.089, H146 1.096
52 C 3.6482 -6.6602 4.5081  O5 1.409, H109 1.096, H117 1.096, H129 1.089
53 C -0.4344 6.1385 1.1106  C32 1.530, C43 1.532, H160 1.084, H168 1.091
54 C 4.6342 -5.2173 -1.0962  O15 1.409, H127 1.096, H145 1.089, H158 1.096
55 C 2.3061 -0.4450 -9.8255  O23 1.416, C33 1.512, H124 1.092, H152 1.093
56 C 1.3740 4.1814 5.6070  C67 1.197, H99 1.062
57 C -2.2464 4.5305 1.5825  S2 1.772, P3 1.849, C43 1.583, H105 1.090
58 C -1.2734 -4.2250 7.4356  O21 1.418, C34 1.512, H90 1.099, H144 1.096
59 C 2.5369 -5.5769 -0.0574  O15 1.419, C40 1.511, H104 1.098, H121 1.095
60 C -0.2987 0.9301 -0.1470  N26 1.489, C68 1.526, H84 1.085, H157 1.096
61 C 4.1099 0.6384 2.4088  C36 1.532, C64 1.522, H80 1.089, H116 1.088
62 C 2.1610 0.5137 -3.0270  C29 1.541, H102 1.087, H103 1.085, H163 1.087
63 C -4.9671 -0.4045 -1.0913  O9 1.413, H81 1.089, H95 1.096, H156 1.096
64 C 5.1219 1.4093 3.2452  C61 1.522, H85 1.088, H86 1.088, H130 1.091
65 C -7.5747 -1.1040 -3.8647  O10 1.416, C71 1.512, H94 1.092, H98 1.093
66 C 2.5000 -1.1591 0.0398  C37 1.491, H138 1.089, H140 1.083, H167 1.086
67 C 1.4830 4.0184 4.4265  C46 1.459, C56 1.197
68 C -0.7099 2.3875 0.0457  C35 1.577, C60 1.526, H83 1.082, H133 1.084
69 C -5.7875 1.1793 -2.6485  O9 1.420, C28 1.511, H77 1.096, H155 1.095
70 C -10.5711 0.4599 -2.5806  O13 1.408, H125 1.089, H139 1.096, H150 1.096
71 C -9.0566 -1.0681 -3.5673  O13 1.417, C65 1.512, H78 1.099, H148 1.096
72 C 3.7183 -8.1900 1.2390  O18 1.417, C48 1.512, H147 1.093, H149 1.092
73 B -0.8758 5.3640 -1.7067  O17 1.383, O20 1.375, O22 1.370
74 H -0.7852 7.2922 2.9188  C32 1.087
75 H 3.4032 6.1420 -1.1892  C49 1.085
76 H -0.3170 1.0575 2.4956  C30 1.088
77 H -5.6276 2.1876 -2.2489  C69 1.096
78 H -9.3850 -2.0899 -3.3323  C71 1.099
79 H -4.7386 2.6145 -0.1266  N25 1.013
80 H 4.0209 1.1090 1.4309  C61 1.089
81 H -5.3326 -1.1550 -0.3918  C63 1.089
82 H -1.0404 0.8367 4.6721  C38 1.091
83 H -0.7433 2.7501 -0.9732  C68 1.082
84 H -0.3901 0.2788 0.7159  C60 1.085
85 H 5.4440 0.8481 4.1195  C64 1.088
86 H 4.7520 2.3917 3.5316  C64 1.088
87 H 2.0006 2.7596 0.4890  C27 1.085
88 H -0.2111 5.6749 3.2801  C32 1.086
89 H -0.2433 0.0636 -5.7110  C39 1.096
90 H -1.6201 -5.0136 6.7538  C58 1.099
91 H -0.3281 0.5699 -7.4246  C39 1.096
92 H -0.1352 4.9747 -3.4676  O22 0.961
93 H 1.2734 3.3856 -0.9079  C27 1.084
94 H -7.0064 -1.3916 -2.9778  C65 1.092
95 H -4.2547 0.2487 -0.5753  C63 1.096
96 H 3.2779 -8.7102 3.2657  C48 1.096
97 H 2.2138 -6.0794 2.0147  C40 1.092
98 H -7.4226 -1.8824 -4.6165  C65 1.093
99 H 1.3556 4.5675 6.5960  C56 1.062
100 H 1.7106 4.8182 2.5715  C46 1.081
101 H 0.7851 2.0394 -2.4044  C29 1.088
102 H 2.3657 1.2545 -3.7959  C62 1.087
103 H 3.0271 0.4000 -2.3837  C62 1.085
104 H 2.0015 -4.6195 -0.0009  C59 1.098
105 H -2.4401 5.4301 2.1672  C57 1.090
106 H -0.2657 -1.5904 -7.8896  C50 1.096
107 H -7.8563 1.5009 -3.1692  C28 1.092
108 H 0.0378 0.4757 -2.6723  C29 1.095
109 H 2.6387 -7.0753 4.6072  C52 1.096
110 H 0.6104 -2.5404 -6.6665  C50 1.098
111 H 0.9078 -6.4930 0.9110  C40 1.092
112 H 0.8356 -4.4713 8.9009  C51 1.096
113 H -3.2312 -3.4486 7.4588  C34 1.093
114 H -0.0205 -1.7948 8.2916  C31 1.092
115 H -6.6717 2.0311 -4.3591  C28 1.093
116 H 4.4650 -0.3773 2.2455  C61 1.088
117 H 4.3051 -7.1330 5.2477  C52 1.096
118 H -0.9849 -0.6848 9.2609  C31 1.093
119 H -4.7727 4.5434 1.4904  P3 1.406
120 H 2.3578 4.9595 -1.9888  C49 1.084
121 H 2.3414 -6.0262 -1.0371  C59 1.095
122 H 5.0115 -8.6525 2.8661  C48 1.099
123 H -3.7432 5.6570 -0.1040  P3 1.400
124 H 1.9532 0.2472 -9.0583  C55 1.092
125 H -10.5924 1.2207 -1.8020  C70 1.089
126 H -0.2407 7.0675 -2.4119  O17 0.961
127 H 4.4124 -4.2737 -1.6086  C54 1.096
128 H -2.1771 -2.6121 6.3251  C34 1.092
129 H 3.6027 -5.5910 4.7087  C52 1.089
130 H 6.0210 1.5790 2.6514  C64 1.091
131 H 2.6150 -2.5697 -8.1654  C45 1.092
132 H 2.4610 -0.4030 3.3614  C36 1.093
133 H -1.7534 2.3508 0.3384  C68 1.084
134 H 1.6894 6.4076 -1.1646  C49 1.091
135 H -0.1645 0.5491 7.4260  C42 1.099
136 H 5.5778 -2.1086 -7.5276  C47 1.089
137 H 2.7319 1.2410 3.9266  C36 1.093
138 H 2.2659 -1.1435 1.1033  C66 1.089
139 H -10.6546 0.9563 -3.5541  C70 1.096
140 H 3.3530 -0.5217 -0.1598  C66 1.083
141 H 1.9895 -4.0310 7.6291  C51 1.089
142 H -1.3211 -0.7889 4.0115  C38 1.090
143 H -2.4974 -0.0812 5.1285  C38 1.095
144 H -1.3040 -4.6154 8.4591  C58 1.096
145 H 5.6961 -5.2465 -0.8564  C54 1.089
146 H 1.1289 -5.5835 7.5350  C51 1.096
147 H 3.8176 -9.2300 0.9184  C72 1.093
148 H -9.5937 -0.7298 -4.4607  C71 1.096
149 H 4.4361 -7.6005 0.6657  C72 1.092
150 H -11.4282 -0.2097 -2.4446  C70 1.096
151 H 6.3261 -1.1825 -8.8466  C47 1.096
152 H 2.0319 -0.0239 -10.7958  C55 1.093
153 H 4.1340 -1.2869 -10.5477  C33 1.096
154 H 2.4585 3.2513 2.7730  C46 1.087
155 H -4.8690 0.8591 -3.1522  C69 1.095
156 H -4.4529 -0.9156 -1.9132  C63 1.096
157 H -1.0582 0.5386 -0.8341  C60 1.096
158 H 4.4065 -6.0515 -1.7690  C54 1.096
159 H -1.9204 0.3463 7.2199  C42 1.096
160 H 0.4021 6.5029 0.5260  C53 1.084
161 H 4.2312 0.4275 -10.0816  C33 1.099
162 H 2.1956 5.5707 0.9710  C44 1.078
163 H 1.9281 -0.4080 -3.5532  C62 1.087
164 H 0.7115 1.5422 3.7896  C30 1.090
165 H 5.2831 -2.5858 -9.2094  C47 1.096
166 H 0.8929 1.2751 -6.3505  C39 1.089
167 H 2.7206 -2.1923 -0.2121  C66 1.086
168 H -1.2439 6.8018 0.8029  C53 1.091
169 H 1.1793 -3.3708 -8.7959  C45 1.093